No. 1
Density functional theory data (wB97M-V/def2-TZVPD) for a gas-phase ion, C3H5N2O3 (charge +1).

Each line ends with the Mulliken charge.
Element x y z (Å)
C  0.63447  1.67204  -0.59319  0.862
C  -0.50919  -0.97821  0.11773  -0.401
C  0.44386  -0.75930  -1.07097  -0.406
N  -0.06004  -0.01195  1.22385  -0.070
N  -0.78848  0.93430  1.82273  -0.032
O  0.68750  2.66915  -0.00264  -0.188
O  -1.81868  1.20205  1.24999  -0.315
O  0.66161  0.69910  -1.24982  -0.162
H  -1.51893  -0.74831  -0.14941  0.398
H  -0.28591  -2.08091  0.37338  0.320
H  1.47008  -1.23012  -0.97993  0.321
H  0.11645  -1.18590  -2.07360  0.333
H  0.96727  -0.18194  1.33189  0.339

## Properties
E_LUMO (eV): -4.768
Spin multiplicity: 1
Energy relative to the best compared isomer or geometry (same formula, charge and spin) (eV): 3.966
Kohn-Sham gap (eV): 9.4
Total charge: +1
HOMO level (eV): -14.2

***

No. 2
Density functional theory data (wB97M-V/def2-TZVPD) for C3H5N2PS in the gas phase.

Each line ends with the Mulliken charge.
Element x y z (Å)
C  1.39504  -1.52495  0.11802  -0.917
C  0.74071  -0.23054  0.45622  0.560
N  1.34773  0.67400  1.14357  -0.367
S  0.68870  2.07231  1.51075  -0.129
N  -0.54088  -0.00054  0.02733  -0.341
C  -1.13377  1.05525  0.23640  0.338
P  -2.70442  1.83043  0.08794  -0.096
H  1.89956  -1.92943  0.99288  0.293
H  0.65258  -2.23174  -0.23902  0.312
H  2.14127  -1.37703  -0.66193  0.230
H  -2.42854  2.47346  -1.12126  0.064
H  -2.34066  2.95034  0.82669  0.053

## Properties
E_LUMO (eV): -0.103
Spin multiplicity: 1
Energy relative to the best compared isomer or geometry (same formula, charge and spin) (eV): 1.430
Kohn-Sham gap (eV): 8.3
Total charge: 0
HOMO level (eV): -8.4
SMILES string: C/C(N=S)=N/C#[PH2]

***

No. 3
Density functional theory data (wB97M-V/def2-TZVPD) for a gas-phase ion, C3H5N2S (charge -1).

Each line ends with the Mulliken charge.
Element x y z (Å)
C  0.16212  -1.28280  -0.24586  -0.261
C  -0.53117  -2.31189  0.17898  -0.646
C  -0.29338  1.29409  -0.11045  -0.881
N  -0.62319  -0.12887  -0.29677  0.249
N  -1.88662  -0.63164  -0.38682  -0.301
S  -3.12961  0.25469  0.12160  -0.545
H  1.18063  -1.30370  -0.63050  0.336
H  -0.12288  -3.26296  0.17204  0.090
H  -0.14267  1.64866  -1.16054  0.296
H  -0.98255  2.02913  0.23659  0.302
H  0.61324  1.43912  0.38444  0.361

## Properties
E_LUMO (alpha / beta) (eV): 3.960 / 3.959
Spin multiplicity: 1
Energy relative to the best compared isomer or geometry (same formula, charge and spin) (eV): 3.227
Kohn-Sham gap (alpha / beta) (eV): 5.8 / 5.7
Total charge: -1
HOMO level (alpha / beta) (eV): -1.8 / -1.8

***

No. 4
Density functional theory data (wB97M-V/def2-TZVPD) for C3H5N3 in the gas phase.

Each line ends with the Mulliken charge.
Element x y z (Å)
H  -3.13670  0.87515  0.51200  0.256
N  -2.35460  0.98850  -0.13437  -0.587
C  -1.44310  0.14199  0.12278  -0.136
C  -0.21188  0.08414  -0.70232  0.130
N  0.43353  -1.29782  -0.88167  -0.572
C  1.02874  -0.43689  -0.18077  0.157
N  2.11799  -0.24915  0.58952  -0.435
H  -1.49527  -0.60546  0.92870  0.341
H  -0.21777  0.75375  -1.56424  0.343
H  2.86635  -0.92200  0.50151  0.257
H  2.39064  0.69699  0.80261  0.247

## Properties
E_LUMO (eV): 0.745
Spin multiplicity: 1
Energy relative to the best compared isomer or geometry (same formula, charge and spin) (eV): 2.045
Kohn-Sham gap (eV): 10.4
Total charge: 0
HOMO level (eV): -9.7
SMILES string: [H]/N=C/[C@@H]1N=C1N

***

No. 5
Density functional theory data (wB97M-V/def2-TZVPD) for C3H5N3 in the gas phase.

Each line ends with the Mulliken charge.
Element x y z (Å)
C  0.89492  -1.35681  -0.37907  -0.813
N  0.23294  -0.09929  -0.11042  0.531
C  -0.99314  0.16694  0.40811  -0.070
C  -1.01575  1.56437  0.45987  -0.505
N  0.17951  2.01582  0.00809  -0.405
N  0.92188  1.01996  -0.33428  -0.407
H  1.77344  -1.12380  -0.98566  0.308
H  1.21163  -1.82044  0.55780  0.303
H  0.23008  -2.02403  -0.93000  0.311
H  -1.66919  -0.65004  0.65778  0.360
H  -1.76633  2.30732  0.64777  0.388

## Properties
E_LUMO (eV): 0.870
Spin multiplicity: 1
Energy relative to the best compared isomer or geometry (same formula, charge and spin) (eV): 1.287
Kohn-Sham gap (eV): 10.6
Total charge: 0
HOMO level (eV): -9.7
SMILES string: Cn1ccnn1

***

No. 6
Density functional theory data (wB97M-V/def2-TZVPD) for C3H5N3 in the gas phase.

Each line ends with the Mulliken charge.
Element x y z (Å)
H  3.22507  -0.00318  -0.42562  0.241
N  2.49453  -0.66761  -0.14748  -0.570
C  1.37885  -0.04057  -0.10808  0.657
C  0.14519  -0.76386  -0.46410  -0.553
C  -1.06355  -0.15503  0.15270  0.265
N  -1.58833  1.13200  -0.27897  -0.623
N  0.28648  -0.06566  0.75228  -0.410
H  0.22457  -1.84285  -0.39753  0.159
H  -1.73484  -0.81167  0.69636  0.312
H  -2.44001  1.35447  0.23608  0.272
H  -0.92795  1.86397  -0.01564  0.249

## Properties
E_LUMO (eV): -0.427
Spin multiplicity: 1
Energy relative to the best compared isomer or geometry (same formula, charge and spin) (eV): 6.744
Kohn-Sham gap (eV): 7.9
Total charge: 0
HOMO level (eV): -8.3
SMILES string: [H]/N=C1\[C@@H]2[C@H](N)N12

***

No. 7
Density functional theory data (wB97M-V/def2-TZVPD) for C3H5N3 in the gas phase.

Each line ends with the Mulliken charge.
Element x y z (Å)
H  -0.88394  -2.24331  0.08041  0.267
N  -0.62672  -1.32008  0.40610  -0.714
C  -0.26630  -0.55105  -0.55081  0.837
C  -0.98142  -0.78215  -1.85392  -0.235
N  -2.07958  -0.98474  -1.48900  -0.239
N  0.39214  0.61554  -0.38260  -0.250
C  0.88989  0.95109  0.93504  -0.755
H  0.32332  1.33540  -1.08446  0.234
H  0.13351  1.43418  1.56469  0.266
H  1.75778  1.60395  0.82746  0.304
H  1.19093  0.01995  1.41929  0.286

## Properties
E_LUMO (eV): -0.257
Spin multiplicity: 1
Energy relative to the best compared isomer or geometry (same formula, charge and spin) (eV): 3.065
Kohn-Sham gap (eV): 9.0
Total charge: 0
HOMO level (eV): -9.2
SMILES string: [H]/N=C(\C#N)NC

***

No. 8
Density functional theory data (wB97M-V/def2-TZVPD) for C3H5N3 in the gas phase.

Each line ends with the Mulliken charge.
Element x y z (Å)
H  1.24095  -1.27368  2.24526  0.215
N  0.50462  -1.22922  1.56791  -0.681
C  0.52276  -0.31093  0.66682  0.554
C  1.66479  0.46944  0.20828  0.095
N  2.60412  1.04799  -0.14125  -0.341
N  -0.71752  -0.11910  0.16704  -0.259
C  -1.10583  0.44826  -1.11759  -0.711
H  -1.09886  -0.89151  0.78527  0.317
H  -0.35404  1.18002  -1.44840  0.293
H  -1.20500  -0.30548  -1.90689  0.268
H  -2.05600  0.98421  -1.02646  0.251

## Properties
E_LUMO (eV): 0.475
Spin multiplicity: 1
Energy relative to the best compared isomer or geometry (same formula, charge and spin) (eV): 1.665
Kohn-Sham gap (eV): 9.9
Total charge: 0
HOMO level (eV): -9.4
SMILES string: [H]/N=C(\C#N)NC

***

no.,electronic energy (eV)
1,-12302.4549
2,-26293.9301
3,-17002.6487
4,-7660.4108
5,-7661.1684
6,-7655.7111
7,-7659.3906
8,-7660.7900